Entry 1:
Below is a cluster of 3 separate species, C16H16F17I2NO6S in total at a distorted geometry, with properties calculated with ωB97M-V/def2-TZVPD.

Output
SMILES: C/C(I)=C(\I)N(CCOC=O)S(=O)(=O)F.FC(F)C(F)(F)COC(F)(F)C(F)F.FC(F)C(F)(F)COC(F)(F)C(F)F
E_HOMO in eV: -9.03
Frontier orbital gap in eV: 8.0
F_max in hartree/bohr: 0.17280

Cartesian coordinates (Å):
C  -0.1264  1.0747  1.0758
C  -1.4074  1.7043  0.2610
I  -1.4687  1.5536  -1.9209
C  -2.5110  2.3869  1.0429
I  -2.2247  2.4150  3.2543
N  -3.7312  3.0171  0.3532
C  -4.9676  2.1768  0.7332
C  -5.6997  1.4724  -0.5551
O  -7.0488  0.9105  -0.2513
C  -7.0461  0.2075  1.0474
O  -6.1933  -0.8061  1.3152
S  -3.8698  4.6531  0.9719
O  -4.6610  5.6200  0.0357
O  -2.4207  5.2280  1.1678
F  -4.6509  4.7495  2.5167
H  -0.4107  0.3224  1.9267
H  0.5573  1.9111  1.5809
H  0.5312  0.4797  0.2802
H  -5.7983  2.8285  1.2740
H  -4.5437  1.3570  1.4906
H  -5.0207  0.6086  -1.0101
H  -5.8793  2.2279  -1.4577
H  -7.7516  0.5384  1.9307
C  0.8634  -2.3040  -5.2332
C  0.4223  -0.8914  -4.8190
C  0.7069  0.2003  -5.8480
F  2.0239  0.3219  -6.1243
F  0.3015  1.4125  -5.3781
F  0.9683  -0.5917  -3.6102
F  -0.9318  -0.9366  -4.6106
O  2.1344  -2.7414  -4.7419
C  3.2633  -2.3099  -5.4998
C  4.1722  -1.3452  -4.7273
F  3.4889  -0.2542  -4.2891
F  5.1790  -0.8823  -5.5098
F  2.8360  -1.8024  -6.6805
F  3.9572  -3.4383  -5.8094
H  0.1466  -2.9976  -4.7766
H  0.7599  -2.4762  -6.3110
H  0.1695  0.0131  -6.7803
H  4.6099  -1.8342  -3.8531
C  2.1956  -2.4040  5.1129
C  1.5727  -2.1585  3.7298
C  2.5443  -2.2673  2.5568
F  3.5567  -1.3761  2.6376
F  1.9023  -2.0111  1.3835
F  0.9323  -0.9589  3.7371
F  0.5907  -3.0992  3.5570
O  2.5786  -1.2398  5.8519
C  3.8557  -0.6982  5.5192
C  3.7696  0.6929  4.8782
F  2.9876  0.6854  3.7657
F  4.9921  1.1332  4.4884
F  4.5300  -1.5910  4.7561
F  4.5423  -0.6169  6.6908
H  1.4122  -2.8652  5.7269
H  2.9960  -3.1528  5.0852
H  2.9672  -3.2720  2.4871
H  3.3457  1.4203  5.5753

Forces on atoms 1 to 6 (eV/Å):
C 0.6 -0.3 -0.9
C -2.8 2.1 3.8
I 0.0 0.2 1.9
C 3.8 -2.1 -3.2
I -0.5 0.0 -1.9
N 0.2 -0.5 3.2

=====

Entry 2:
Below is a cluster of 7 separate species, C4H21BrNO6 in total, with properties calculated with ωB97M-V/def2-TZVPD.

Output
E_HOMO in eV: -5.85
Charge: -1
Energy above the lowest of the compared OMol25 structures with the same formula, charge and spin in kJ/mol: 0.00
Frontier orbital gap in eV: 9.0
F_max in hartree/bohr: 0.01390

Cartesian coordinates (Å):
Br  6.9564  11.0091  -23.3462
O  3.8551  9.9610  -24.4056
H  3.6387  10.1302  -25.3261
H  4.7323  10.3629  -24.2915
O  4.5430  10.3413  -20.9522
H  5.3029  10.6005  -21.4987
H  4.6756  10.8192  -20.1294
O  6.3182  14.3851  -23.9495
H  6.4866  13.4284  -23.9664
H  6.4370  14.6579  -24.8629
O  9.4416  12.6795  -25.1927
H  9.9636  13.0091  -24.4549
H  8.7943  12.0980  -24.7645
O  8.8498  13.4384  -21.6768
H  8.5434  12.5742  -21.9880
H  8.0286  13.9199  -21.5373
C  10.3535  8.4904  -23.4830
C  9.9930  8.3583  -22.0116
C  10.4968  9.5812  -21.2644
O  10.0325  9.5402  -19.9257
C  10.5676  10.5896  -19.1645
N  8.5552  8.1348  -21.8650
H  9.7037  7.8818  -24.1050
H  11.3969  8.1909  -23.6407
H  10.2993  9.5291  -23.8230
H  10.5424  7.4920  -21.6212
H  10.1218  10.5024  -21.7376
H  11.5977  9.6175  -21.2670
H  10.2676  11.5648  -19.5700
H  11.6647  10.5347  -19.1294
H  10.1805  10.4979  -18.1507
H  8.2531  8.5059  -20.9661
H  8.1093  8.7731  -22.5284

Forces on atoms 1 to 6 (eV/Å):
Br 0.1 0.2 -0.1
O 0.0 0.1 -0.2
H 0.0 0.0 0.0
H 0.0 -0.1 0.2
O 0.1 0.1 0.2
H -0.1 -0.1 -0.2

=====

Entry 3:
Below is a cluster of 2 separate species, C2H4FP in total at a distorted geometry, with properties calculated with ωB97M-V/def2-TZVPD.

Output
E_HOMO in eV: -8.80
Energy above the lowest of the compared OMol25 structures with the same formula, charge and spin in kJ/mol: 473.68
Frontier orbital gap in eV: 8.2
F_max in hartree/bohr: 0.05338

Cartesian coordinates (Å):
C  1.8824  -0.3003  0.1881
C  -2.2195  0.2792  -0.0850
F  -3.0755  -0.4730  0.5663
P  0.3663  0.2501  0.3890
H  2.1461  -1.2920  0.5328
H  2.8172  0.0467  -0.3238
H  -2.1493  -0.1474  -1.1736
H  0.2322  1.6367  -0.0939

Forces on atoms 1 to 6 (eV/Å):
C 2.5 -0.1 -1.1
C -0.1 0.5 -0.8
F 0.3 -0.2 -0.4
P -1.4 0.8 0.3
H -0.6 -0.3 0.3
H -1.2 0.5 0.5